Below is a gas-phase ion, C5H11N2OS2 (charge +1) at a distorted geometry, with properties calculated with ωB97M-V/def2-TZVPD.

Element x y z (Å)
1 C -1.179 1.226 0.579
2 C 0.311 0.876 0.819
3 C -1.783 0.743 -0.714
4 C -0.079 -1.206 -0.467
5 C 0.496 -0.643 0.804
6 N 1.909 -1.008 0.932
7 N -1.449 -0.772 -0.692
8 O 4.323 -0.889 0.470
9 S 3.233 0.615 -2.271
10 S 3.054 -0.260 0.163
11 H -1.789 1.081 1.501
12 H -1.253 2.359 0.634
13 H 1.185 1.411 0.177
14 H 0.554 1.295 1.751
15 H -2.889 0.819 -0.688
16 H -1.343 1.260 -1.642
17 H 0.574 -1.150 -1.325
18 H -0.037 -2.295 -0.376
19 H -0.054 -0.960 1.611
20 H -1.966 -1.041 0.186
21 H -1.819 -1.464 -1.452

Output
- 2S+1 = 1
- HOMO (spin up / spin down) (Eh) = -0.479 / -0.474
- SMILES = O=S(=S)=N[C@H]1CCC[NH2+]C1
- energy above the lowest of the compared OMol25 structures with the same formula, charge and spin (eV) = 3.505
- charge = +1